Here is C32H37IrN5OSSb as an isolated structure from the OMol25 dataset. Energies are from ωB97M-V/def2-TZVPD.

```
78
Properties=species:S:1:pos:R:3:mulliken_charge:R:1
Ir 0.484 0.667 -0.549 1.722
S 5.987 -0.397 4.639 0.128
N 6.084 -0.340 3.030 -0.696
C 4.868 -0.093 2.589 0.747
C 4.484 0.027 1.184 0.174
C 5.357 -0.053 0.136 -0.447
C 4.877 0.061 -1.192 -1.117
C 3.530 0.205 -1.389 -0.567
N 2.644 0.279 -0.373 -0.212
C 3.101 0.247 0.930 0.041
C 2.164 0.427 1.954 -0.367
N 0.857 0.682 1.593 -0.014
C -0.084 0.833 2.545 -0.412
C 0.194 0.749 3.884 -1.056
C 1.527 0.491 4.280 -0.336
C 2.500 0.324 3.333 0.279
C 3.902 0.037 3.632 0.653
N 4.410 -0.120 4.837 -0.680
H 6.411 -0.200 0.339 0.568
H 5.544 0.020 -2.041 0.446
H 3.114 0.242 -2.390 0.570
H -1.089 1.026 2.190 0.444
H -0.596 0.887 4.608 0.470
H 1.800 0.420 5.327 0.554
C -5.114 0.683 0.421 -1.345
C -4.546 0.668 -1.000 0.312
C -4.707 2.048 -1.636 -1.373
Sb -2.530 -0.188 -0.891 0.126
C -2.107 -0.602 -3.008 0.301
C -0.727 -1.242 -3.162 -0.866
C -2.190 0.636 -3.897 -1.350
C -3.236 -2.166 -0.330 0.210
C -2.513 -3.293 -1.065 -1.264
C -3.137 -2.348 1.184 -1.079
H -6.170 0.969 0.397 0.449
H -4.591 1.415 1.044 0.266
H -5.054 -0.289 0.913 0.270
H -5.071 -0.081 -1.599 0.448
H -4.085 2.802 -1.148 0.268
H -5.746 2.374 -1.510 0.437
H -4.498 2.064 -2.699 0.286
H -2.871 -1.330 -3.296 0.582
H 0.056 -0.552 -2.830 -0.103
H -0.520 -1.449 -4.218 0.591
H -0.610 -2.164 -2.593 0.086
H -1.451 1.387 -3.601 0.203
H -3.170 1.100 -3.891 0.233
H -1.974 0.356 -4.933 0.458
H -4.283 -2.143 -0.646 0.597
H -1.443 -3.283 -0.846 -0.002
H -2.645 -3.236 -2.146 0.348
H -2.911 -4.260 -0.737 0.483
H -2.086 -2.404 1.487 -0.048
H -3.620 -3.283 1.488 0.450
H -3.601 -1.539 1.749 0.315
C 0.016 5.295 -1.366 -0.520
C -1.170 4.572 -1.246 -0.578
C -1.141 3.190 -1.221 0.423
C 0.078 2.502 -1.313 0.591
C 1.265 3.242 -1.486 -0.492
C 1.229 4.629 -1.498 -0.758
H -0.005 6.378 -1.366 0.387
H -2.118 5.091 -1.172 0.453
H -2.067 2.646 -1.133 -0.418
H 2.219 2.743 -1.618 0.342
H 2.148 5.187 -1.623 0.427
O 0.143 -1.505 -0.141 -0.140
N 1.100 -2.142 0.549 0.071
C 2.230 -2.516 -0.071 -0.107
C 3.253 -3.097 0.645 -0.994
C 3.096 -3.316 2.006 -0.068
C 1.896 -2.972 2.607 -1.327
C 0.906 -2.379 1.854 0.095
H 2.266 -2.308 -1.130 0.593
H 4.162 -3.372 0.130 0.470
H 3.900 -3.750 2.588 0.462
H 1.718 -3.148 3.658 0.441
H -0.041 -2.043 2.249 0.464
```

Computed properties:
Multiplicity = 6
Orbital gap (alpha / beta) = 5.308 / 6.366 eV
Charge = +1
Largest force on an atom = 0.61 eV/A
Electronic energy = -63483.2851 eV
Highest occupied orbital energy (alpha / beta) = -8.222 / -11.124 eV